2 unconnected molecules or ions with the total composition C2H4OS in a non-equilibrium geometry, computed with ωB97M-V/def2-TZVPD.

```
8
Properties=species:S:1:pos:R:3
C 1.274 -0.356 -0.351
C 1.025 -0.950 1.014
O -1.662 0.730 0.256
S 0.767 -2.069 -0.253
H 0.541 0.344 -0.718
H 2.247 -0.035 -0.663
H -2.486 0.592 0.734
H -1.706 1.743 -0.019
```

Properties
E_HOMO = -9.20 eV
F_max = 3.453 eV/A
Lowest unoccupied orbital energy = 0.08 eV
ΔE to the lowest compared entry with this formula, charge and spin = 83.0 kcal/mol